(1)
This record from the OMol25 dataset describes a structure of composition C26H28N7NaS2 at a distorted geometry. The level of theory is ωB97M-V/def2-TZVPD.

Summary:
Largest force on an atom: 0.0355 hartree/bohr
Net charge: 0
E_LUMO (spin up / spin down): 0.1 / 0.0 eV
Energy above the lowest of the compared OMol25 structures with the same formula, charge and spin: 55.5 kJ/mol
E_HOMO (spin up / spin down): -6.90 / -4.27 eV
Spin multiplicity: 1

CARTESIAN COORDINATES (ANGSTROEM)
Na: 0.4115 -0.7566 0.0466
N: 1.7209 3.2055 -1.6296
C: 1.6476 2.0338 -0.9380
N: 0.6477 1.2441 -0.9499
C: -0.4730 1.5462 -1.7022
N: -1.5240 0.7595 -1.7091
N: -1.3988 -0.3262 -0.9357
C: -2.3458 -1.2053 -0.8805
C: -2.1473 -2.3625 -0.0695
C: -3.1522 -3.3402 0.0743
C: -2.9298 -4.4263 0.8870
C: -1.7054 -4.5356 1.5457
C: -0.7685 -3.5378 1.3369
N: -0.9610 -2.4895 0.5641
C: -0.4701 2.7583 -2.5010
C: -1.5219 3.1425 -3.3340
C: -1.4573 4.3210 -4.0563
C: -0.3490 5.1464 -3.9663
C: 0.7160 4.7804 -3.1549
C: 0.6597 3.5978 -2.4355
H: 2.5488 3.7803 -1.5846
H: 2.5112 1.7778 -0.3382
H: -3.2925 -1.1089 -1.4210
H: -4.0894 -3.2234 -0.4499
H: -3.6883 -5.1861 1.0159
H: -1.4928 -5.3686 2.1967
H: 0.1979 -3.5808 1.8265
H: -2.3809 2.4959 -3.3947
H: -2.2816 4.5965 -4.6951
H: -0.3100 6.0714 -4.5220
H: 1.5892 5.4134 -3.0812
C: 2.2603 -0.0616 3.2053
C: 2.9435 -0.8305 2.1468
N: 2.4502 -1.1036 0.9952
C: 3.2743 -1.8636 0.2184
C: 4.4664 -2.1832 0.8119
S: 4.5530 -1.5071 2.3896
C: 2.8322 -2.2528 -1.0972
C: 3.5170 -2.9915 -2.0276
S: 2.5630 -3.2026 -3.4421
C: 1.2870 -2.2701 -2.6762
N: 1.5923 -1.8692 -1.5012
C: -0.0068 -1.9973 -3.3326
H: 1.3141 0.3505 2.8218
H: 2.9049 0.7353 3.5751
H: 2.0299 -0.7215 4.0422
H: 5.2743 -2.7699 0.4246
H: 4.4993 -3.4123 -1.9684
H: -0.0127 -2.3407 -4.3624
H: -0.2102 -0.9289 -3.2927
H: -0.8008 -2.4912 -2.7728
C: -1.9500 2.6878 2.9837
C: -1.8470 1.1866 3.2400
C: -1.5211 0.9367 4.7211
C: -0.8323 0.5580 2.3500
H: -2.6516 3.1479 3.6762
H: -2.2899 2.8799 1.9689
H: -0.9748 3.1538 3.1165
H: -2.8387 0.7338 3.0532
H: -0.6398 1.5062 5.0094
H: -1.3287 -0.1182 4.9013
H: -2.3512 1.2510 5.3497
H: -0.5810 1.0817 1.4427
H: -0.8362 -0.5167 2.2854

***

(2)
This record from the OMol25 dataset describes the molecule C4H6FNOS at a distorted geometry. The level of theory is ωB97M-V/def2-TZVPD.

Summary:
Largest force on an atom: 0.0487 hartree/bohr
Net charge: 0
E_LUMO: 0.6 eV
Energy above the lowest of the compared OMol25 structures with the same formula, charge and spin: 80.7 kJ/mol
E_HOMO: -9.41 eV
Spin multiplicity: 1
SMILES: NC(=O)[C@@]1(S)C[C@@H]1F

CARTESIAN COORDINATES (ANGSTROEM)
N: 0.9734 -0.9366 -1.8115
C: 0.3182 0.0700 -1.2248
O: 0.2428 1.2061 -1.6881
C: -0.1541 -0.1321 0.2167
S: -0.3395 -1.8171 0.7035
C: 0.0452 0.9926 1.2574
C: -1.2695 0.7987 0.6419
F: -2.2900 0.3611 1.4346
H: 1.0307 -1.8966 -1.4533
H: 1.4661 -0.7339 -2.6716
H: 0.7682 -1.9151 1.4496
H: 0.1280 0.7234 2.2887
H: 0.6982 1.7970 0.9574
H: -1.6178 1.4826 -0.1006